(1)
Computed, not measured: a molecular structure, C39H34GeIrN5O2S2, with ωB97M-V/def2-TZVPD.

CARTESIAN COORDINATES (ANGSTROEM)
Ir -0.9187 0.2160 -2.1939
C -1.4027 -3.3627 -2.7813
C -2.3452 -2.3997 -3.4042
N -2.2823 -1.0908 -3.3008
C -3.2683 -0.4413 -4.0164
C -4.1076 -1.2778 -4.6690
S -3.6552 -2.9067 -4.3903
C -3.2415 1.0045 -3.9914
C -4.0643 1.8928 -4.5984
S -3.5549 3.4940 -4.2667
C -2.2525 2.9079 -3.3239
N -2.2229 1.5969 -3.2727
C -1.2777 3.8025 -2.6470
H -0.6988 -2.8438 -2.1377
H -0.8529 -3.8995 -3.5559
H -1.9464 -4.1009 -2.1920
H -4.9526 -1.0232 -5.2868
H -4.9263 1.6909 -5.2120
H -1.5567 4.8453 -2.7721
H -0.2779 3.6568 -3.0591
H -1.2264 3.5676 -1.5822
N 8.7699 -3.9245 -3.9968
C 7.7998 -3.3117 -3.9593
C 6.5899 -2.5492 -3.9011
C 5.4877 -3.0431 -3.2060
C 4.3224 -2.3055 -3.1373
C 4.2427 -1.0637 -3.7579
C 5.3387 -0.5729 -4.4563
C 6.5055 -1.3103 -4.5301
N 3.0403 -0.2917 -3.6784
C 2.8064 0.9332 -4.2730
C 1.5455 1.2998 -3.9422
N 1.0044 0.3145 -3.1523
C 1.9269 -0.6278 -3.0131
H 5.5513 -4.0066 -2.7205
H 3.4817 -2.7155 -2.5953
H 5.3052 0.3869 -4.9507
H 7.3547 -0.9232 -5.0750
H 3.5228 1.4503 -4.8820
H 1.0032 2.1846 -4.2230
H 1.7815 -1.5180 -2.4307
O 0.2282 -1.3456 -0.9238
C 0.3365 -0.4748 -0.0117
O -0.4282 0.5374 -0.0633
C 1.3841 -0.5713 1.0542
C 0.7936 -0.9999 2.4028
Ge -0.5318 0.2111 3.2707
C -2.3817 -0.0875 2.6231
C -3.4369 0.6539 3.1456
C -4.7213 0.4920 2.6458
C -4.9661 -0.4446 1.6507
C -3.9262 -1.2127 1.1494
C -2.6378 -1.0409 1.6408
C -0.7152 -0.5273 5.1314
C -0.3412 0.2167 6.2411
C -0.3362 -0.3854 7.4961
C -0.7289 -1.7071 7.6350
C -1.1123 -2.4438 6.5239
C -1.1248 -1.8479 5.2683
C 0.0916 2.0654 3.4933
C -0.7306 3.0374 4.0617
C -0.2910 4.3461 4.1884
C 0.9784 4.7011 3.7540
C 1.8137 3.7402 3.2055
C 1.3767 2.4283 3.0926
H 1.8454 0.4135 1.1261
H 2.1381 -1.2924 0.7321
H 1.6065 -1.0940 3.1237
H 0.3427 -1.9897 2.3093
H -3.2648 1.3552 3.9516
H -5.5316 1.0879 3.0449
H -5.9736 -0.5912 1.2838
H -4.1188 -1.9581 0.3860
H -1.8306 -1.6535 1.2503
H -0.0380 1.2517 6.1433
H -0.0248 0.1893 8.3591
H -0.7517 -2.1623 8.6166
H -1.4165 -3.4777 6.6275
H -1.4558 -2.4207 4.4083
H -1.7183 2.7749 4.4180
H -0.9392 5.0902 4.6324
H 1.3244 5.7205 3.8612
H 2.8108 4.0043 2.8771
H 2.0548 1.6766 2.7079

Computed properties:
Frontier orbital gap (spin up / spin down)   3.802 / 3.980 eV
Charge   +2
LUMO (spin up / spin down)   -8.43 / -8.25 eV

Löwdin population analysis, charges in e, atoms 1 to 5: atom 1 (Ir): 1.546, atom 2 (C): -0.040, atom 3 (C): -0.574, atom 4 (N): -0.061, atom 5 (C): -0.322

(2)
Computed, not measured: a gas-phase ion, C3H7FIN2 (charge +1), with ωB97M-V/def2-TZVPD.

CARTESIAN COORDINATES (ANGSTROEM)
C -0.9677 1.7624 -0.3014
N 0.0492 0.8227 -0.6824
C 0.2589 -0.4457 0.2234
N -0.5525 -0.6043 1.2404
C 1.2673 -1.4257 -0.2210
F 1.9957 -0.8383 -1.2744
I 0.3937 -3.1600 -1.0890
H -0.5290 2.5420 0.3454
H -1.3618 2.0207 -1.2348
H -1.7542 1.1976 0.3903
H 0.9246 1.1329 -1.0782
H -0.5352 -1.3973 1.7870
H -1.2651 0.1266 1.3864
H 2.0762 -1.7336 0.5083

Computed properties:
Frontier orbital gap   8.903 eV
Charge   +1
LUMO   -5.13 eV
SMILES   CNC(=[NH2+])[C@H](F)I

natural (NBO) population analysis, charges in e, atoms 1 to 5: atom 1 (C): -0.396, atom 2 (N): -0.540, atom 3 (C): 0.519, atom 4 (N): -0.674, atom 5 (C): -0.060

Respective E values: -4907.894891, -625.273992 Eh.